The following is a quantum chemistry calculation of one molecule with the formula C2H4N4, from OMol25.

- Total charge: 0
- F_max: 0.9 eV/A
- Energy relative to the best compared isomer or geometry (same formula, charge and spin): 104.72 kcal per mole
- Orbital gap (alpha / beta): 8.471 / 7.577 eV

Structure (XYZ):
```
10
Properties=species:S:1:pos:R:3:forces:R:3
N 0.567 0.526 -1.420 0.4 0.5 -0.3
H -0.639 0.049 2.288 0.1 0.0 -0.1
N -0.927 -0.931 -0.517 -0.2 0.4 -0.4
H -1.291 -0.007 -2.399 0.1 -0.1 0.1
N 1.462 0.320 -0.719 -0.2 -0.1 -0.2
C -0.670 -0.156 -1.532 0.0 -0.5 0.7
H 0.993 0.278 1.646 -0.2 -0.1 -0.1
N -0.310 -1.038 0.573 0.1 0.0 -0.1
C -0.060 0.181 1.368 -0.2 0.1 0.2
H -0.391 1.103 0.875 0.0 -0.2 0.1
```
Positions in Å, forces in eV/Å.

---

The following is a quantum chemistry calculation of a 2-piece molecular cluster, C12H17N overall, from OMol25.

- Total charge: 0
- F_max: 1.4 eV/A
- Energy relative to the best compared isomer or geometry (same formula, charge and spin): 19.82 kcal per mole
- SMILES: c1ccc2[nH]ccc2c1.CCCC
- Orbital gap: 9.072 eV

Structure (XYZ):
```
30
Properties=species:S:1:pos:R:3:forces:R:3
C -0.607 -0.025 1.088 -0.5 0.1 0.0
H 1.343 -1.398 0.833 0.5 0.1 -0.4
C 0.325 -1.185 3.236 0.1 -0.3 0.7
H -1.251 1.301 -0.480 0.2 0.0 0.5
H -0.923 -0.935 0.561 0.1 0.5 0.3
H 1.287 -1.105 5.258 -0.2 0.2 -0.4
H 2.308 -0.125 2.831 1.1 0.2 -0.8
H 1.450 1.109 0.842 1.1 -0.4 -0.3
H 4.041 2.317 2.098 -0.2 -0.1 0.3
C -0.011 -0.108 2.360 -0.5 0.7 0.2
H -0.545 3.374 0.691 0.1 -0.5 0.2
H 1.307 1.393 4.913 -0.3 -0.6 -0.6
H 0.166 -2.250 3.067 0.1 0.4 0.1
C -0.787 1.223 0.512 -0.3 -0.2 -0.1
C 3.333 1.781 2.752 0.2 0.1 0.0
H 1.598 -0.761 -0.821 0.1 -0.1 0.3
H 0.515 3.274 2.947 -0.2 -0.4 -0.2
C 2.377 0.508 0.772 0.1 0.3 -0.2
N 0.931 0.741 4.220 -0.1 0.5 0.8
C 3.007 0.411 2.160 0.2 -0.3 0.0
C -0.387 2.402 1.176 -0.1 0.3 0.2
C 2.051 -0.863 0.179 0.2 -0.1 -0.1
C 0.204 2.356 2.431 -0.4 0.3 -0.1
C 0.896 -0.629 4.358 -0.5 -0.3 -0.1
H 3.785 1.680 3.753 -0.1 0.1 -0.3
H 3.933 -0.190 2.089 -0.3 0.2 0.1
H 2.413 2.383 2.842 0.8 -0.1 -0.1
C 0.385 1.095 3.010 -0.7 -0.4 0.0
H 2.971 -1.464 0.090 -0.3 0.1 0.0
H 3.075 1.043 0.100 -0.3 -0.1 0.2
```
Positions in Å, forces in eV/Å.

---

The following is a quantum chemistry calculation of C3H8N2O2 as an isolated structure, from OMol25.

- Total charge: 0
- F_max: 15.3 eV/A
- Energy relative to the best compared isomer or geometry (same formula, charge and spin): 182.94 kcal per mole
- Orbital gap: 9.530 eV

Structure (XYZ):
```
15
Properties=species:S:1:pos:R:3:forces:R:3
H 1.589 2.015 -0.885 -5.2 -1.3 3.1
H -0.053 2.023 0.488 1.2 0.7 -0.1
H -2.602 -1.532 -0.077 3.9 0.8 -1.3
O -1.964 0.652 0.549 -3.8 3.6 3.2
H 1.184 0.494 1.369 0.0 -3.6 -1.6
N 0.392 1.679 -0.362 2.8 0.3 -3.6
N 2.529 -0.617 -0.032 -3.2 -14.5 -3.8
H 2.917 0.053 0.264 6.8 12.8 4.7
H 0.503 -1.280 0.725 1.3 -2.0 0.9
C 0.153 0.226 -0.404 0.6 6.0 8.4
O -1.577 -1.349 -0.420 -3.6 0.3 2.2
C -1.231 -0.068 0.069 2.8 -4.6 -4.5
H 3.417 -1.379 0.475 -4.5 2.0 -1.8
C 1.174 -0.508 0.430 -0.5 3.5 5.0
H 0.349 -0.150 -1.198 1.3 -4.0 -10.8
```
Positions in Å, forces in eV/Å.

---

The following is a quantum chemistry calculation of C42H32N4NiPS as an isolated structure, from OMol25.

- Spin multiplicity: 3
- Total charge: +1
- ⟨S²⟩: 2.04
- F_max: 1.0 eV/A
- Orbital gap (alpha / beta): 5.865 / 6.808 eV

Structure (XYZ):
```
81
Properties=species:S:1:pos:R:3:forces:R:3
C 1.015 -5.154 -0.259 0.1 0.1 0.1
N 1.665 0.205 0.229 -0.1 0.1 0.1
C 3.775 1.009 -0.535 0.1 0.0 0.0
S -2.000 -0.268 -3.499 -0.1 -0.2 0.0
H 5.498 0.088 0.320 0.0 0.0 0.0
C -2.908 0.907 1.300 0.2 0.0 0.0
H -5.003 -2.865 -1.863 0.0 0.0 0.0
C -1.633 -3.297 -2.004 -0.1 0.1 0.1
H -4.324 0.988 -2.230 0.0 0.0 0.1
H 2.581 -2.610 -0.481 0.0 0.0 0.0
P -0.182 -2.679 -1.071 -0.1 -0.1 0.0
H -0.653 -4.762 -3.241 0.0 0.0 0.0
C 3.680 -2.578 -2.312 0.0 0.0 0.0
H -2.447 0.883 2.282 0.0 0.0 0.0
H -4.884 1.316 2.020 0.0 0.0 0.0
C -3.949 0.958 -1.214 -0.1 0.1 -0.1
C 1.871 -1.978 3.186 0.0 0.0 0.1
C 2.516 -2.638 -1.562 0.1 0.0 -0.1
C 1.456 4.561 -1.439 -0.1 0.1 0.0
H -4.903 -4.596 -3.632 0.0 0.0 0.0
H 1.308 -3.032 4.968 0.0 0.0 0.0
C 1.076 -6.300 0.523 0.0 0.0 0.0
H -1.598 3.070 -1.330 0.0 0.0 0.0
H 4.524 -2.587 -4.290 0.0 0.0 0.0
C -0.528 3.215 -1.324 0.1 -0.2 -0.1
C -2.872 -2.793 -1.610 -0.1 0.0 -0.1
C -1.594 -4.303 -2.967 0.0 -0.1 0.0
C 3.618 -2.633 -3.700 0.0 0.0 0.0
C 2.219 3.430 -1.296 0.1 0.0 0.1
C 2.386 -2.748 -4.325 0.0 0.0 0.1
H -2.916 -2.018 -0.850 0.0 0.0 0.0
C 0.037 4.436 -1.371 0.1 0.1 0.0
H 4.169 -1.248 1.942 0.0 0.0 0.0
H 4.637 -2.492 -1.812 0.0 0.0 0.0
C 4.417 0.147 0.319 0.1 0.0 0.0
H -1.138 -2.676 4.558 0.0 0.0 0.0
C 2.371 1.076 -0.509 -0.1 0.2 -0.2
C -0.401 -0.141 -4.080 0.0 0.0 -0.2
H -1.823 -1.496 2.485 0.0 0.0 0.0
H 2.932 -2.087 3.356 0.0 0.0 0.0
C 1.269 -2.759 -2.180 0.0 0.0 0.0
C 1.220 -2.807 -3.568 0.0 0.0 -0.1
C -4.263 1.144 1.151 0.0 0.0 0.0
C 1.401 -1.285 2.081 0.1 0.2 -0.3
H -0.148 -0.546 -5.050 0.0 0.0 0.1
H 4.340 1.639 -1.210 0.0 0.0 0.0
H 3.294 3.521 -1.201 0.0 0.0 0.0
H 1.470 0.683 -3.400 -0.1 0.0 0.0
H 0.268 -2.871 -4.076 0.0 0.0 0.0
H 1.720 -5.036 -1.071 0.0 0.0 0.0
C 1.644 2.167 -1.145 -0.1 -0.1 0.1
H -5.850 1.322 -0.287 0.0 0.0 0.0
C 0.423 0.482 -3.213 0.0 0.0 0.2
H 1.921 5.532 -1.534 0.0 0.0 0.0
C -0.839 -4.373 1.040 -0.1 0.0 0.0
H 0.229 -7.379 2.176 0.0 0.0 0.0
C -4.792 1.151 -0.130 -0.1 0.0 0.0
C -2.765 -4.757 -3.559 0.0 0.0 0.0
C -2.601 0.745 -0.970 0.2 0.1 -0.3
C 3.675 -0.622 1.214 0.1 0.0 0.0
C -3.992 -4.234 -3.173 0.0 0.0 0.0
H -1.629 -3.652 1.213 0.0 0.0 0.0
N -2.093 0.687 0.268 0.0 -0.2 0.0
H -1.504 -5.665 2.619 0.0 0.0 0.0
C 0.182 -6.483 1.569 0.0 0.0 0.0
C 2.301 -0.563 1.126 -0.2 -0.2 0.1
H 1.821 -7.057 0.309 0.0 0.0 0.0
C -1.595 0.512 -2.026 -0.2 0.1 0.4
C 0.064 -4.165 0.001 0.1 0.0 -0.1
C -0.264 0.912 -2.022 0.2 0.8 -0.5
H -0.603 5.308 -1.360 0.0 0.0 0.0
H -2.720 -5.536 -4.310 0.0 0.0 0.0
C -4.047 -3.262 -2.184 0.0 0.0 0.0
Ni -0.313 -0.474 -0.143 0.0 -0.6 0.4
C 0.962 -2.495 4.093 0.1 0.0 0.0
C -0.774 -1.637 2.722 0.0 0.0 -0.1
C -0.391 -2.302 3.871 0.0 0.0 0.0
N 0.092 -1.147 1.838 -0.1 0.0 0.1
N 0.251 2.058 -1.332 -0.1 -0.3 0.2
H 2.326 -2.792 -5.405 0.0 0.0 0.0
C -0.786 -5.520 1.820 0.0 0.1 0.0
```
Positions in Å, forces in eV/Å.

---

The following is a quantum chemistry calculation of C17H25ClF2HfN4O6S2Si as an isolated structure, from OMol25.

- Total charge: 0
- F_max: 2.2 eV/A
- Orbital gap: 8.985 eV

Structure (XYZ):
```
59
Properties=species:S:1:pos:R:3:forces:R:3
C -1.671 -1.349 0.889 -1.2 -0.7 0.0
F 1.732 -2.439 1.861 0.4 -0.2 -0.1
H 5.373 1.896 -1.364 0.0 0.0 0.0
H 2.563 2.035 0.920 0.0 0.0 0.0
C -3.350 -0.860 -4.787 0.1 0.1 0.1
H 1.302 2.998 -1.702 0.0 0.1 0.0
H -5.114 -1.237 -3.611 0.0 0.0 0.0
Cl -0.728 2.314 2.272 0.0 1.2 1.5
H 2.936 3.643 -1.536 0.0 0.0 0.0
H 1.216 -0.591 -1.924 0.0 -0.2 -0.2
C 1.243 0.232 4.170 0.4 -0.2 -0.2
H -1.204 -2.573 3.802 -0.1 0.0 0.0
H -3.277 -1.563 -6.709 0.0 0.0 0.0
H 0.487 1.416 5.653 0.0 0.0 0.0
H 2.126 -0.119 -3.354 0.0 0.1 0.0
C -4.101 -0.855 -3.602 0.0 0.0 0.0
S -3.352 -1.733 1.051 0.3 0.0 0.3
C -1.506 0.149 -3.598 0.1 0.0 0.1
C 2.210 -0.319 -2.283 0.0 0.4 0.2
C -3.558 -0.364 -2.435 0.0 0.1 0.0
O -2.530 1.302 -0.125 -0.2 0.0 -0.2
O -0.244 1.203 -1.089 0.3 -0.1 0.0
N -1.081 -0.799 -0.211 0.1 0.5 -0.2
H -4.718 -1.912 -5.881 0.0 0.0 0.0
C -2.054 -0.333 -4.769 0.0 0.0 -0.1
H 0.271 -0.400 7.360 0.0 0.0 0.0
C 2.604 1.030 0.491 0.3 0.2 -0.8
H -0.566 -0.886 5.883 0.0 0.0 0.0
C 2.344 2.843 -1.985 -0.2 -0.3 0.1
N -3.898 -1.337 -5.953 0.0 0.1 0.0
C -3.013 -2.358 2.627 0.0 0.1 -0.2
C -1.694 -2.242 2.898 0.1 0.0 0.3
C 4.799 1.070 -1.790 -0.2 0.0 0.2
H 1.029 -1.559 6.260 0.0 0.0 0.0
O -0.056 2.554 3.512 -0.1 0.1 0.1
H 2.856 -1.191 -2.168 0.0 0.0 0.0
H -4.131 -0.347 -1.517 -0.1 0.0 0.0
Hf 0.661 0.055 0.809 0.3 0.9 1.9
Si 2.954 1.174 -1.346 0.7 0.0 -0.3
H 2.426 2.934 -3.070 0.0 -0.1 0.0
C 1.771 -1.884 0.566 -0.3 -1.4 0.1
H 4.928 1.102 -2.875 0.0 0.0 0.0
N -0.935 -1.661 1.918 0.1 0.2 -0.8
C 1.079 0.503 5.581 -0.1 0.0 0.4
O 0.190 2.522 1.180 0.6 0.0 -0.6
N 1.396 -0.018 3.065 -0.3 0.1 -0.4
O -1.042 0.881 2.194 0.0 -0.6 -0.1
S -1.560 0.584 -0.889 -1.2 -0.5 -0.8
H 2.067 0.704 5.999 0.0 0.1 0.0
F 0.915 -2.716 -0.183 0.2 -0.1 0.0
H -3.800 -2.770 3.234 0.1 0.0 0.1
C 0.410 -0.666 6.314 0.0 0.1 -0.1
O -1.885 3.102 2.172 -0.4 0.0 -0.3
H 3.401 0.481 1.001 0.0 -0.1 -0.1
H 2.766 -2.147 0.199 0.1 0.4 -0.1
H -0.495 0.536 -3.572 0.0 0.0 0.0
C -2.259 0.132 -2.435 0.3 0.1 0.2
H 5.247 0.139 -1.431 0.0 0.0 0.0
H -1.478 -0.306 -5.686 0.0 0.0 0.0
```
Positions in Å, forces in eV/Å.

---

The following is a quantum chemistry calculation of one molecule with the formula C3H6N2, from OMol25.

- Total charge: 0
- F_max: 0.7 eV/A
- Energy relative to the best compared isomer or geometry (same formula, charge and spin): 50.44 kcal per mole
- Orbital gap: 9.411 eV

Structure (XYZ):
```
11
Properties=species:S:1:pos:R:3:forces:R:3
H 2.050 -0.705 0.523 -0.1 0.1 -0.1
C -1.024 0.207 0.219 -0.1 0.0 0.0
H -0.703 1.353 -1.644 0.1 -0.1 0.1
H 0.400 0.502 1.582 0.0 -0.2 0.0
N -0.269 0.736 -0.970 0.1 0.0 0.0
H -1.661 -0.620 -0.122 0.1 0.1 0.0
H -1.647 0.949 0.728 0.2 0.0 -0.2
N 0.030 -0.289 1.058 0.1 0.1 0.0
H 0.832 -1.694 -0.295 0.1 0.1 0.0
C 0.936 0.240 -1.148 -0.6 0.0 0.4
C 1.057 -0.679 0.070 0.2 -0.1 0.0
```
Positions in Å, forces in eV/Å.

---

The following is a quantum chemistry calculation of a 2-piece molecular cluster, C13H14O overall, from OMol25.

- Total charge: 0
- F_max: 1.2 eV/A
- Energy relative to the best compared isomer or geometry (same formula, charge and spin): 0.00 kcal per mole
- SMILES: Cc1ccccc1.Oc1ccccc1
- Orbital gap: 9.469 eV

Structure (XYZ):
```
28
Properties=species:S:1:pos:R:3:forces:R:3
H 2.908 0.514 -0.851 -0.9 0.4 -0.6
C -1.426 0.432 -0.792 -0.1 0.1 -0.1
H 0.786 4.147 1.506 -0.1 -0.4 0.2
H 5.279 0.602 2.962 -0.5 0.3 -0.1
C 1.915 2.489 2.298 0.2 -0.1 0.1
C 2.057 1.639 3.400 -0.1 0.0 0.1
C -1.446 -0.223 0.440 -0.2 0.0 0.1
C 4.210 1.977 1.674 0.1 0.0 -0.1
C -0.242 -0.541 1.067 0.0 0.0 0.1
H 3.343 0.303 4.512 0.0 0.3 -0.4
H 2.921 3.317 0.575 0.0 -0.3 0.4
C 0.984 0.446 -0.765 -0.1 0.0 0.0
H -0.242 -1.055 2.036 0.0 0.3 -0.5
C 3.253 0.963 3.640 0.0 -0.1 0.1
H -2.401 -0.485 0.913 0.5 0.1 -0.2
O 2.144 0.800 -1.407 0.6 -0.5 0.9
C 0.608 3.189 2.023 0.0 0.1 0.0
H 1.211 1.506 4.088 0.4 0.1 -0.3
H 5.058 2.119 0.990 -0.4 0.0 0.3
H -0.186 1.282 -2.367 0.0 -0.3 0.5
C 0.973 -0.209 0.468 0.1 -0.1 0.1
C 3.010 2.649 1.442 0.0 0.1 -0.1
H -0.034 2.559 1.385 0.2 0.2 0.2
H -2.368 0.687 -1.295 0.5 -0.1 0.2
C 4.335 1.130 2.775 0.2 -0.2 0.0
H 0.075 3.393 2.967 0.1 -0.1 -0.4
H 1.921 -0.460 0.962 -0.4 0.1 -0.2
C -0.217 0.767 -1.397 -0.1 0.1 -0.2
```
Positions in Å, forces in eV/Å.

---

The following is a quantum chemistry calculation of a 2-piece molecular cluster, CH10N3 overall, from OMol25.

- Spin multiplicity: 2
- Total charge: 0
- ⟨S²⟩: 0.75
- F_max: 2.0 eV/A
- Energy relative to the best compared isomer or geometry (same formula, charge and spin): 8.83 kcal per mole
- Orbital gap (alpha / beta): 3.808 / 10.804 eV

Structure (XYZ):
```
14
Properties=species:S:1:pos:R:3:forces:R:3
H 0.759 -0.391 1.644 -0.1 0.1 0.3
N -1.312 0.097 0.657 0.2 0.4 -0.3
H -1.316 -1.215 -1.051 -0.5 -0.1 0.8
H 1.849 0.890 1.403 -0.1 0.3 -0.1
N 0.278 0.036 -1.248 -1.7 -0.1 1.1
H -1.054 1.081 0.793 -0.1 -0.3 0.2
H 0.514 -0.766 -1.826 0.2 0.7 -0.5
H 2.376 -0.692 1.384 0.3 -0.2 -0.1
H 1.260 -0.176 0.058 0.5 0.6 1.2
H 0.339 0.959 -1.673 0.4 -0.5 -0.3
N 1.593 -0.084 1.130 -0.4 -0.6 -0.9
C -1.154 -0.175 -0.761 1.0 -0.2 -1.7
H -1.834 0.400 -1.411 0.2 0.1 0.3
H -2.298 0.036 0.901 0.1 -0.1 0.0
```
Positions in Å, forces in eV/Å.

---

The following is a quantum chemistry calculation of a 3-piece molecular cluster, C4H5NO2S overall, from OMol25.

- Total charge: 0
- F_max: 5.4 eV/A
- Energy relative to the best compared isomer or geometry (same formula, charge and spin): 162.23 kcal per mole
- Orbital gap: 7.045 eV

Structure (XYZ):
```
13
Properties=species:S:1:pos:R:3:forces:R:3
N -0.599 2.139 0.137 1.3 2.1 -0.8
H -1.505 -2.289 -0.400 1.2 0.5 1.0
C 0.672 -0.067 0.155 1.3 2.9 -0.3
S -1.876 -0.083 -0.162 -1.6 1.2 -0.3
C -0.992 -1.513 0.275 -2.8 -3.7 -1.0
H 2.210 1.452 0.248 0.3 -0.3 -0.2
C 2.114 0.360 0.061 0.8 -2.3 -0.6
C -0.403 0.781 0.052 0.6 1.5 0.4
O 3.105 -0.369 -0.206 -3.1 2.2 0.9
H 0.712 2.710 0.594 -4.6 -1.5 -2.5
O 0.276 -1.312 -0.103 2.5 -2.7 -0.4
H -1.129 -1.892 1.300 0.2 0.6 0.1
H -1.467 2.451 -0.892 4.0 -0.6 3.6
```
Positions in Å, forces in eV/Å.

---

The lowest F_max belongs to which entry? C3H6N2